Entry 1:
{"formula": "C30H39BCl3F8GeN6O3PrS4", "method": "wB97M-V/def2-TZVPD", "symbols": ["Pr", "C", "C", "C", "C", "N", "N", "B", "N", "N", "C", "C", "C", "C", "C", "S", "C", "C", "C", "C", "N", "N", "C", "C", "C", "C", "C", "S", "C", "C", "C", "C", "C", "S", "C", "C", "C", "C", "H", "H", "H", "H", "H", "H", "H", "H", "H", "H", "H", "H", "H", "H", "H", "H", "H", "H", "H", "H", "H", "H", "H", "H", "H", "H", "H", "H", "H", "H", "H", "H", "H", "H", "H", "H", "H", "H", "H", "F", "C", "F", "F", "S", "O", "O", "O", "F", "C", "F", "C", "F", "F", "F", "Cl", "Ge", "Cl", "Cl"], "coordinates": [[16.595, 10.321, 11.366], [10.550, 8.860, 11.175], [10.574, 10.340, 11.411], [9.454, 11.114, 11.588], [9.579, 12.507, 11.843], [10.741, 13.120, 12.001], [11.827, 12.321, 11.758], [13.319, 12.668, 11.836], [13.790, 13.540, 10.657], [12.833, 13.782, 9.736], [13.064, 14.543, 8.707], [14.343, 15.097, 8.458], [15.344, 14.816, 9.326], [16.745, 15.278, 9.042], [15.067, 14.015, 10.479], [16.382, 13.634, 11.502], [11.888, 14.827, 7.770], [10.662, 14.038, 8.207], [12.259, 14.417, 6.341], [11.595, 16.341, 7.848], [13.762, 13.229, 13.168], [13.252, 14.499, 13.243], [13.477, 15.201, 14.317], [14.298, 14.719, 15.347], [14.869, 13.488, 15.232], [15.764, 12.968, 16.320], [14.590, 12.715, 14.080], [15.259, 11.120, 13.937], [12.875, 16.601, 14.320], [14.025, 17.598, 14.608], [12.252, 16.956, 12.990], [11.787, 16.647, 15.416], [11.782, 11.011, 11.553], [13.441, 10.522, 11.691], [8.359, 13.347, 12.085], [7.596, 12.789, 13.293], [7.445, 13.207, 10.864], [8.674, 14.832, 12.308], [9.546, 8.408, 11.275], [11.252, 8.367, 11.868], [10.907, 8.633, 10.143], [8.478, 10.637, 11.583], [14.514, 15.719, 7.591], [16.746, 15.927, 8.157], [17.405, 14.434, 8.843], [17.178, 15.847, 9.879], [10.811, 12.944, 8.159], [9.814, 14.283, 7.533], [10.310, 14.284, 9.238], [12.635, 13.374, 6.300], [13.034, 15.026, 5.885], [11.369, 14.455, 5.666], [11.272, 16.668, 8.841], [10.759, 16.589, 7.160], [12.463, 16.943, 7.531], [14.512, 15.323, 16.211], [15.771, 13.708, 17.125], [16.770, 12.833, 15.918], [15.389, 11.993, 16.678], [14.845, 17.496, 13.874], [14.505, 17.428, 15.580], [13.684, 18.644, 14.549], [13.007, 17.021, 12.192], [11.755, 17.932, 13.019], [11.485, 16.229, 12.667], [12.202, 16.439, 16.408], [10.981, 15.953, 15.191], [11.351, 17.665, 15.441], [7.309, 11.729, 13.110], [6.661, 13.377, 13.437], [8.184, 12.820, 14.206], [7.095, 12.170, 10.727], [7.913, 13.518, 9.923], [6.525, 13.825, 10.944], [9.380, 14.957, 13.146], [7.720, 15.361, 12.524], [9.136, 15.294, 11.408], [17.019, 10.617, 6.564], [16.738, 9.710, 7.529], [16.520, 8.465, 7.024], [17.800, 9.649, 8.364], [15.114, 10.211, 8.482], [13.974, 10.409, 7.623], [15.137, 9.156, 9.506], [15.662, 11.385, 9.260], [17.505, 8.348, 13.368], [16.617, 7.369, 12.923], [15.419, 8.106, 12.785], [17.073, 6.925, 11.554], [17.638, 7.922, 10.705], [17.980, 5.963, 11.775], [16.041, 6.435, 10.912], [19.272, 13.839, 13.492], [18.502, 11.789, 13.517], [19.506, 10.989, 11.122], [19.758, 10.468, 14.796]], "total_charge": 1, "gap_ev": [6.31, 4.26], "spin_multiplicity": 4}

=====

Entry 2:
{"formula": "F2H2NP", "method": "wB97M-V/def2-TZVPD", "symbols": ["N", "P", "F", "F", "H", "H"], "coordinates": [[-0.759, -0.625, -0.239], [0.174, 0.897, 0.510], [1.498, 0.752, -0.533], [0.978, 0.145, 1.780], [-0.163, -0.657, -1.096], [-1.728, -0.512, -0.422]], "smiles": "NP(F)F", "gap_ev": 10.97, "de_lowest_kcal_mol": 17.2, "spin_multiplicity": 1}

=====

Entry 3:
{"formula": "C38H52AsGeN4SSbScSe2", "method": "wB97M-V/def2-TZVPD", "symbols": ["Sc", "C", "N", "C", "C", "N", "C", "C", "Se", "H", "H", "H", "H", "H", "H", "H", "H", "C", "C", "C", "C", "C", "C", "Sb", "C", "C", "C", "C", "C", "C", "C", "C", "C", "C", "C", "C", "H", "H", "H", "H", "H", "H", "H", "H", "H", "H", "H", "H", "H", "H", "H", "N", "C", "N", "C", "C", "C", "C", "C", "C", "S", "H", "H", "H", "H", "H", "H", "C", "As", "C", "C", "H", "H", "H", "H", "H", "H", "H", "H", "H", "C", "Ge", "C", "C", "C", "Se", "C", "H", "H", "H", "H", "H", "H", "H", "H", "H", "H", "H", "H", "H", "H"], "coordinates": [[0.492, 0.443, -0.605], [1.767, 5.159, -0.736], [2.921, 4.302, -0.477], [4.027, 4.680, 0.252], [4.891, 3.642, 0.228], [4.301, 2.641, -0.514], [4.980, 1.402, -0.882], [3.094, 3.051, -0.929], [1.877, 2.138, -2.057], [2.034, 6.177, -0.466], [0.915, 4.839, -0.139], [1.513, 5.123, -1.792], [4.109, 5.653, 0.704], [5.876, 3.536, 0.648], [5.338, 0.907, 0.019], [5.822, 1.631, -1.532], [4.280, 0.764, -1.412], [2.475, -6.102, 1.395], [2.223, -6.211, 0.037], [1.602, -5.170, -0.645], [1.243, -4.016, 0.043], [1.505, -3.902, 1.408], [2.114, -4.948, 2.084], [0.255, -2.474, -1.003], [-1.663, -2.416, -0.094], [-2.831, -2.401, -0.852], [-4.068, -2.368, -0.222], [-4.145, -2.354, 1.164], [-2.983, -2.372, 1.924], [-1.744, -2.395, 1.299], [-0.080, -3.300, -2.895], [-0.989, -4.345, -3.054], [-1.200, -4.880, -4.317], [-0.504, -4.383, -5.412], [0.418, -3.357, -5.250], [0.631, -2.814, -3.990], [2.948, -6.919, 1.924], [2.500, -7.110, -0.497], [1.398, -5.274, -1.704], [1.234, -3.008, 1.962], [2.301, -4.870, 3.147], [-2.789, -2.456, -1.930], [-4.974, -2.380, -0.814], [-5.111, -2.349, 1.650], [-3.042, -2.391, 3.005], [-0.849, -2.444, 1.911], [-1.528, -4.749, -2.205], [-1.903, -5.692, -4.445], [-0.672, -4.806, -6.393], [0.972, -2.987, -6.103], [1.360, -2.019, -3.869], [3.495, -1.555, 0.322], [3.085, -0.586, 1.133], [2.154, 0.313, 0.824], [2.097, 1.308, 1.826], [1.358, 2.482, 1.757], [1.391, 3.359, 2.830], [2.163, 3.080, 3.957], [2.932, 1.928, 4.020], [2.894, 1.060, 2.940], [3.817, -0.403, 2.694], [3.117, -1.645, -0.607], [4.124, -2.275, 0.641], [0.782, 2.729, 0.868], [0.820, 4.279, 2.794], [2.178, 3.775, 4.785], [3.552, 1.724, 4.883], [-2.384, -0.506, -3.764], [-0.935, 0.636, -3.168], [-1.817, 2.366, -3.258], [0.154, 0.706, -4.775], [-2.693, -0.139, -4.743], [-3.217, -0.429, -3.069], [-2.057, -1.540, -3.852], [-2.274, 2.465, -4.242], [-1.089, 3.166, -3.122], [-2.597, 2.436, -2.501], [-0.512, 0.898, -5.615], [0.656, -0.248, -4.928], [0.892, 1.502, -4.717], [-2.935, 1.353, 5.278], [-3.432, 1.742, 3.441], [-3.672, 3.651, 3.144], [-4.980, 0.740, 2.832], [-1.832, 1.072, 2.421], [-1.914, 1.232, 0.476], [-1.841, 3.179, 0.308], [-3.753, 1.627, 5.945], [-2.055, 1.923, 5.576], [-2.730, 0.292, 5.417], [-4.375, 4.020, 3.892], [-4.103, 3.863, 2.165], [-2.746, 4.214, 3.261], [-5.881, 1.180, 3.261], [-4.928, -0.299, 3.152], [-5.076, 0.770, 1.745], [-1.755, -0.001, 2.601], [-0.912, 1.550, 2.757], [-2.857, 3.554, 0.239], [-1.287, 3.445, -0.589], [-1.359, 3.578, 1.196]], "total_charge": 3, "gap_ev": 7.59, "de_lowest_kcal_mol": 1.3, "spin_multiplicity": 1}

=====

Entry 4:
{"formula": "C2H4O2S", "method": "wB97M-V/def2-TZVPD", "symbols": ["C", "C", "H", "H", "H", "H", "O", "O", "S"], "coordinates": [[-0.388, 0.089, 0.608], [0.317, -0.187, -0.691], [0.984, -1.419, 1.712], [-1.140, 1.068, 0.412], [-1.298, -0.611, 0.617], [-0.828, 0.993, -1.949], [0.013, 0.395, -1.998], [1.397, -0.763, -0.664], [0.943, 0.436, 1.953]], "gap_ev": 8.89, "de_lowest_kcal_mol": 83.9, "spin_multiplicity": 1}